# 1
Here is C5H8FNO in the gas phase from the OMol25 dataset. Energies are from ωB97M-V with the def2-TZVPD basis set.

Properties
Kohn-Sham gap (alpha / beta) = 0.3075 / 0.3074 Ha
energy above the lowest of the compared OMol25 structures with the same formula, charge and spin = 344.2 kJ/mol

Structure (ORCA input):
```
! wB97M-V def2-TZVPD RIJCOSX def2/J DEFGRID3
* xyz 0 1
C 0.24 -0.69 -0.32
C -1.10 0.30 -0.16
C 0.31 -1.97 -0.96
C 1.54 -0.24 0.21
C -0.93 1.64 0.55
N -0.84 -2.53 -1.39
O 1.36 -2.56 -1.12
F -2.24 0.00 -0.72
H 1.62 0.79 -0.03
H 1.73 -0.19 1.25
H 2.17 -0.92 -0.20
H -1.83 2.03 0.76
H -0.54 2.40 -0.02
H -0.36 1.34 1.43
H -1.62 -2.46 -0.85
H -0.94 -3.35 -1.99
*
```

Results of the natural (NBO) charge analysis, in e, for atoms 1 through 5: C -0.164; C 0.520; C 0.587; C -0.676; C -0.706


# 2
Here is 3 unconnected molecules or ions with the total composition C4H11O2S from the OMol25 dataset. Energies are from ωB97M-V with the def2-TZVPD basis set.

Properties
Kohn-Sham gap = 0.2173 Ha
energy above the lowest of the compared OMol25 structures with the same formula, charge and spin = 279.6 kJ/mol

Structure (ORCA input):
```
! wB97M-V def2-TZVPD RIJCOSX def2/J DEFGRID3
* xyz -1 1
C 1.75 0.84 -0.34
O 1.71 -0.19 -1.23
C 0.97 0.58 0.96
C -0.46 0.18 0.78
C -0.86 -1.30 0.68
S -2.62 -1.60 0.83
H 1.36 1.84 -0.70
H 2.78 1.24 -0.06
H 1.48 -0.10 1.66
H 0.99 1.51 1.54
H -1.10 0.60 1.58
H -0.89 0.74 -0.06
H -0.34 -1.79 1.52
H -0.43 -1.60 -0.27
H -2.93 -0.32 -0.66
H -1.07 -0.77 -2.10
H 0.28 0.10 -1.81
O -0.62 0.04 -2.35
*
```

Results of the natural (NBO) charge analysis, in e, for atoms 1 through 5: C -0.021; O -0.921; C -0.426; C -0.419; C -0.564


# 3
Here is C21H21N3O4S in the gas phase from the OMol25 dataset. Energies are from ωB97M-V with the def2-TZVPD basis set.

Properties
Kohn-Sham gap = 0.3089 Ha
energy above the lowest of the compared OMol25 structures with the same formula, charge and spin = 244.7 kJ/mol

Structure (ORCA input):
```
! wB97M-V def2-TZVPD RIJCOSX def2/J DEFGRID3
* xyz 0 1
C 6.95 -2.98 0.32
H 6.16 -3.49 -0.25
O 7.28 -1.74 -0.26
C 6.31 -0.79 -0.36
C 5.01 -0.94 0.08
C 4.09 0.10 -0.06
C 4.46 1.31 -0.65
C 5.78 1.45 -1.09
C 6.69 0.42 -0.94
H 7.70 0.53 -1.28
H 6.11 2.37 -1.55
O 3.51 2.28 -0.76
C 3.86 3.51 -1.34
H 4.64 4.02 -0.77
H 4.18 3.39 -2.38
H 2.95 4.11 -1.31
C 2.75 -0.14 0.42
N 2.33 -1.23 1.00
N 1.03 -1.05 1.31
C 0.72 0.14 0.90
S -0.80 0.94 1.04
C -1.81 -0.45 1.68
H -2.24 -0.14 2.63
H -1.13 -1.28 1.82
C -2.88 -0.88 0.68
O -2.86 -2.01 0.24
N -3.83 0.03 0.34
C -4.88 -0.31 -0.54
C -4.64 -1.09 -1.66
C -5.67 -1.42 -2.53
C -6.95 -0.96 -2.28
C -7.19 -0.16 -1.18
C -6.17 0.18 -0.30
C -6.49 1.08 0.87
C -5.31 1.21 1.83
C -4.03 1.30 1.01
H -3.17 1.56 1.63
H -4.13 2.08 0.25
H -5.43 2.10 2.46
H -5.25 0.34 2.48
H -7.37 0.70 1.40
H -6.75 2.06 0.48
H -8.19 0.21 -0.98
H -7.76 -1.21 -2.95
H -5.47 -2.03 -3.39
H -3.65 -1.45 -1.86
O 1.75 0.78 0.33
H 4.65 -1.85 0.54
H 6.62 -2.86 1.36
H 7.86 -3.57 0.29
*
```

Results of the natural (NBO) charge analysis, in e, for atoms 1 through 5: C -0.253; H 0.179; O -0.492; C 0.283; C -0.269


# 4
Here is 2 unconnected molecules or ions with the total composition C6H18N from the OMol25 dataset. Energies are from ωB97M-V with the def2-TZVPD basis set.

Properties
Kohn-Sham gap = 0.3638 Ha
energy above the lowest of the compared OMol25 structures with the same formula, charge and spin = 145.6 kJ/mol

Structure (ORCA input):
```
! wB97M-V def2-TZVPD RIJCOSX def2/J DEFGRID3
* xyz 1 1
C 2.25 -2.06 -0.16
C 1.56 -1.15 0.86
N 1.95 -1.37 -1.56
H 3.32 -1.95 -0.11
H 1.74 -3.00 -0.28
H 1.17 -0.11 0.80
H 2.21 -0.82 1.68
H 2.24 -2.06 -2.26
H 0.97 -1.09 -1.68
H 2.49 -0.51 -1.60
H 0.67 -1.67 1.24
C -1.33 0.62 0.19
C -2.59 0.55 1.05
C -1.60 1.27 -1.21
C -0.38 1.74 0.86
H -0.71 -0.25 0.15
H -2.30 0.42 2.09
H -1.66 0.47 -1.96
H -2.49 1.89 -1.23
H -0.77 1.90 -1.53
H 0.66 1.55 0.58
H -0.67 2.74 0.54
H -0.49 1.69 1.94
H -3.17 -0.28 0.66
H -3.09 1.50 0.94
*
```

Results of the natural (NBO) charge analysis, in e, for atoms 1 through 5: C -0.174; C -0.741; N -0.689; H 0.237; H 0.239


# 5
Here is C6H13BrNP in the gas phase from the OMol25 dataset. Energies are from ωB97M-V with the def2-TZVPD basis set.

Properties
Kohn-Sham gap = 0.3565 Ha
energy above the lowest of the compared OMol25 structures with the same formula, charge and spin = 49.8 kJ/mol

Structure (ORCA input):
```
! wB97M-V def2-TZVPD RIJCOSX def2/J DEFGRID3
* xyz 0 1
C -1.46 1.49 -0.86
C -1.72 1.61 0.64
C -1.54 0.34 1.46
Br -2.73 -1.07 0.83
P 0.17 -0.29 1.79
C 1.25 -0.06 0.30
C 1.17 -1.21 -0.64
C 2.45 -1.96 -0.93
N 0.06 -1.52 -1.14
H -2.20 2.08 -1.38
H -1.54 0.48 -1.22
H -0.51 1.93 -1.12
H -2.75 1.91 0.77
H -1.11 2.40 1.07
H -1.92 0.55 2.45
H 0.64 0.76 2.60
H 2.26 -0.05 0.70
H 1.13 0.89 -0.22
H 2.17 -2.97 -1.19
H 2.98 -1.48 -1.74
H 3.06 -1.98 -0.04
H 0.15 -2.33 -1.76
*
```

Results of the natural (NBO) charge analysis, in e, for atoms 1 through 5: C -0.629; C -0.433; C -0.523; Br 0.009; P 0.578


# 6
Here is 18 unconnected molecules or ions with the total composition C32H56Cl34FINO4 from the OMol25 dataset. Energies are from ωB97M-V with the def2-TZVPD basis set.

Properties
Kohn-Sham gap = 0.2692 Ha

Structure (ORCA input):
```
! wB97M-V def2-TZVPD RIJCOSX def2/J DEFGRID3
* xyz 1 1
C 3.04 -2.64 -0.80
C 2.17 -1.69 0.06
O 2.43 -0.35 -0.37
C 1.26 0.38 -0.66
C 1.46 1.35 -1.85
O 0.60 2.49 -1.78
C -0.63 2.27 -2.40
C -1.60 1.79 -1.30
C -1.74 2.55 -0.19
C -2.57 2.10 0.81
C -2.66 2.97 2.05
O -2.11 2.61 3.06
O -3.31 4.20 1.98
F -4.64 3.87 1.62
C -3.25 0.90 0.66
I -4.53 0.22 2.20
C -3.05 0.18 -0.49
C -3.68 -1.16 -0.76
C -4.85 -1.01 -1.80
C -4.72 -2.05 -2.92
C -6.19 -1.10 -1.02
N -2.24 0.63 -1.46
H 3.99 -2.83 -0.28
H 3.22 -2.10 -1.74
H 2.52 -3.56 -1.05
H 2.40 -1.81 1.12
H 1.13 -2.01 -0.07
H 0.99 0.98 0.23
H 0.39 -0.25 -0.90
H 2.48 1.73 -1.85
H 1.35 0.76 -2.77
H -0.56 1.53 -3.21
H -1.03 3.20 -2.82
H -1.17 3.47 -0.12
H -3.98 -1.65 0.17
H -2.88 -1.76 -1.21
H -4.77 -0.01 -2.24
H -5.61 -2.02 -3.54
H -3.83 -1.83 -3.51
H -4.61 -3.03 -2.47
H -6.28 -0.23 -0.37
H -6.99 -1.14 -1.75
H -6.16 -2.01 -0.41
H -2.12 0.07 -2.30
C 4.20 2.08 0.60
Cl 3.39 3.65 0.82
Cl 5.48 2.17 -0.61
H 4.64 1.78 1.54
H 3.47 1.35 0.28
C -8.68 -3.65 -2.53
Cl -7.21 -4.55 -2.97
Cl -8.67 -3.19 -0.82
H -8.74 -2.76 -3.14
H -9.54 -4.29 -2.71
C 3.02 6.20 3.65
Cl 4.39 6.81 4.58
Cl 1.87 7.48 3.27
H 3.39 5.77 2.73
H 2.52 5.44 4.23
C 3.74 0.37 -5.19
Cl 2.47 -0.45 -6.11
Cl 3.76 -0.15 -3.50
H 4.70 0.15 -5.64
H 3.55 1.44 -5.22
C 9.17 1.15 -2.37
Cl 9.47 -0.53 -2.85
Cl 7.51 1.63 -2.74
H 9.33 1.25 -1.30
H 9.85 1.80 -2.91
C 8.20 -3.71 -1.03
Cl 8.40 -5.45 -1.25
Cl 6.49 -3.26 -0.94
H 8.68 -3.41 -0.11
H 8.65 -3.19 -1.87
C 12.17 -0.54 -0.47
Cl 12.28 0.97 0.45
Cl 11.34 -1.80 0.45
H 11.62 -0.35 -1.38
H 13.18 -0.88 -0.70
C -9.76 -4.11 3.15
Cl -9.10 -5.39 2.12
Cl -9.19 -2.51 2.66
H -10.85 -4.13 3.07
H -9.46 -4.29 4.17
C 6.33 5.65 -1.91
Cl 8.07 5.40 -2.10
Cl 5.96 7.27 -1.32
H 5.84 5.51 -2.87
H 5.95 4.93 -1.19
C 1.12 -5.19 1.34
Cl 2.51 -4.64 2.28
Cl 0.01 -3.85 0.99
H 1.47 -5.61 0.41
H 0.58 -5.94 1.92
C 0.99 -5.02 5.61
Cl -0.30 -5.82 4.70
Cl 1.00 -5.53 7.30
H 1.94 -5.27 5.16
H 0.83 -3.95 5.57
C 0.04 0.34 4.50
Cl 1.20 -0.03 3.22
Cl -0.97 -1.06 4.90
H 0.58 0.65 5.38
H -0.61 1.15 4.16
C -2.67 -4.35 -5.23
Cl -4.33 -4.03 -5.73
Cl -2.45 -4.15 -3.49
H -2.42 -5.37 -5.50
H -2.01 -3.66 -5.75
C -3.30 7.40 2.04
Cl -4.06 8.44 0.82
Cl -3.37 8.13 3.65
H -3.82 6.45 2.06
H -2.26 7.25 1.77
C 5.30 -0.59 3.75
Cl 5.93 -1.80 2.63
Cl 5.88 1.03 3.34
H 4.22 -0.59 3.70
H 5.63 -0.83 4.76
C -6.28 10.52 2.73
Cl -6.90 9.88 4.26
Cl -7.54 11.34 1.81
H -5.48 11.23 2.94
H -5.89 9.70 2.14
C -8.69 -7.49 -1.50
Cl -8.46 -9.20 -1.89
Cl -10.34 -6.96 -1.86
H -8.50 -7.35 -0.44
H -7.99 -6.90 -2.08
*
```

Results of the Löwdin charge analysis, in e, for atoms 1 through 5: C -0.069; C -0.288; O -0.189; C -0.208; C -0.195


Calculated molar mass, 117.12, 123.20, 411.48, 104.22, 210.06, 1870.11 g/mol (same order as the records).
Calculated largest force on an atom, 8.26, 4.10, 1.67, 4.33, 1.08, 2.82 eV/Å (same order as the records).